# 1
{"formula": "C33H34GeMoN3OSi2", "method": "ωB97M-V with the def2-TZVPD basis set", "elements": ["Mo", "C", "Si", "C", "C", "C", "C", "C", "C", "C", "Si", "C", "C", "H", "H", "H", "H", "H", "H", "H", "H", "H", "H", "H", "H", "H", "H", "H", "H", "N", "C", "O", "C", "C", "N", "C", "N", "H", "H", "C", "Ge", "C", "C", "C", "C", "C", "C", "C", "C", "C", "C", "C", "C", "C", "C", "C", "C", "C", "C", "H", "H", "H", "H", "H", "H", "H", "H", "H", "H", "H", "H", "H", "H", "H", "H"], "positions_angstrom": [[-1.5515, -0.7461, -0.4938], [-4.3279, 1.4192, -1.5655], [-2.9602, 1.3802, -0.2493], [-3.7584, 1.5672, 1.4574], [-1.8281, 2.8472, -0.5990], [-2.1909, 4.1243, -0.1719], [-1.3623, 5.2118, -0.4096], [-0.1647, 5.0273, -1.0852], [0.1888, 3.7638, -1.5354], [-0.6350, 2.6653, -1.2972], [-0.1960, 0.9412, -1.9357], [1.6813, 0.8650, -2.1667], [-0.8747, 0.8054, -3.7142], [-4.6395, 2.4517, -1.7309], [-5.2086, 0.8479, -1.2634], [-3.9896, 1.0246, -2.5272], [-4.5889, 2.2719, 1.3962], [-3.0425, 1.9447, 2.1893], [-4.1503, 0.6181, 1.8287], [-3.1311, 4.2708, 0.3504], [-1.6454, 6.1968, -0.0609], [0.4949, 5.8693, -1.2530], [1.1221, 3.6349, -2.0718], [1.9466, 1.6247, -2.9054], [2.0003, -0.1041, -2.5476], [2.2264, 1.0754, -1.2467], [-0.6611, 1.7322, -4.2497], [-1.9562, 0.6496, -3.7518], [-0.3952, -0.0070, -4.2654], [-1.4966, -3.0012, -4.1095], [-2.0078, -2.4783, -3.0005], [-1.2431, -1.8740, -2.1758], [-3.4250, -2.5767, -2.7444], [-3.7024, -2.0089, -1.5340], [-3.3985, -1.5134, -0.5066], [-4.3248, -3.2304, -3.6180], [-5.0081, -3.7902, -4.3540], [-0.5032, -2.9546, -4.2668], [-2.0741, -3.5456, -4.7312], [-0.7511, -0.4232, 1.2086], [1.1612, -0.7466, 1.6838], [1.8529, -1.9059, 0.2383], [1.0259, -2.8867, -0.3052], [1.4881, -3.7426, -1.2981], [2.7955, -3.6378, -1.7450], [3.6488, -2.7033, -1.1705], [3.1812, -1.8533, -0.1813], [1.9582, 1.0451, 1.7994], [1.1107, 2.1478, 1.7134], [1.6068, 3.4340, 1.8608], [2.9591, 3.6306, 2.0934], [3.8134, 2.5396, 2.1746], [3.3162, 1.2535, 2.0337], [1.3482, -1.8405, 3.3012], [2.5850, -1.9306, 3.9337], [2.7622, -2.8034, 4.9958], [1.7058, -3.5912, 5.4303], [0.4670, -3.4972, 4.8134], [0.2883, -2.6239, 3.7504], [-1.2653, -0.1204, 2.1289], [0.0360, -3.0498, 0.1169], [0.8364, -4.5122, -1.6953], [3.1590, -4.2962, -2.5235], [4.6803, -2.6400, -1.4919], [3.8546, -1.1325, 0.2688], [0.0528, 2.0007, 1.5349], [0.9352, 4.2790, 1.7959], [3.3550, 4.6303, 2.2150], [4.8667, 2.6940, 2.3696], [3.9983, 0.4139, 2.1079], [3.4107, -1.3125, 3.5997], [3.7271, -2.8766, 5.4801], [1.8470, -4.2807, 6.2520], [-0.3538, -4.1140, 5.1558], [-0.6823, -2.5475, 3.2707]], "forces_ev_per_angstrom": [[1.60, -0.63, 2.53], [0.19, -0.48, 0.17], [-0.04, 1.38, -0.47], [0.36, -0.48, -0.15], [-0.25, -0.18, 0.26], [-0.06, 0.01, 0.00], [-0.04, 0.00, 0.05], [0.03, 0.03, -0.01], [0.04, 0.01, -0.08], [0.20, -0.31, -0.06], [-0.30, 1.57, -0.71], [-0.28, -0.51, 0.54], [-0.08, -0.27, 0.37], [0.08, 0.05, 0.07], [0.02, -0.01, 0.02], [0.00, 0.06, -0.01], [-0.01, 0.01, -0.10], [0.04, 0.00, -0.04], [-0.08, 0.03, 0.01], [0.04, 0.07, 0.05], [0.00, -0.01, -0.01], [-0.01, -0.01, -0.04], [0.02, 0.05, 0.03], [-0.16, 0.02, -0.04], [0.08, -0.07, -0.01], [0.02, -0.01, 0.04], [0.03, 0.06, 0.09], [0.01, 0.03, -0.03], [-0.01, -0.03, 0.04], [-0.04, -0.04, 0.21], [-0.21, -0.07, -0.40], [0.41, -0.23, 0.00], [-0.01, -0.01, 0.01], [0.53, 0.18, 0.14], [-1.14, -0.14, 0.00], [-0.13, -0.02, -0.02], [0.06, 0.03, -0.03], [0.02, 0.05, -0.01], [0.02, 0.01, -0.04], [-0.65, -0.21, -1.76], [0.70, -0.30, -0.22], [-0.14, 0.25, 0.21], [0.06, -0.03, 0.12], [-0.04, -0.05, 0.00], [-0.02, 0.00, -0.05], [0.03, 0.02, 0.00], [-0.04, 0.22, -0.03], [-0.32, -0.38, -0.04], [0.03, -0.08, 0.05], [0.00, 0.07, 0.00], [0.03, -0.02, -0.03], [0.05, 0.03, 0.07], [0.06, -0.12, -0.06], [-0.39, 0.32, -0.26], [-0.04, 0.09, -0.06], [0.06, -0.04, 0.01], [-0.02, -0.01, 0.01], [-0.03, -0.08, 0.01], [0.06, 0.06, -0.01], [-0.26, 0.02, -0.14], [-0.05, 0.02, -0.11], [0.01, 0.01, -0.01], [0.01, -0.02, 0.03], [-0.01, -0.01, 0.00], [0.03, 0.02, -0.11], [-0.04, 0.10, -0.05], [-0.03, 0.03, -0.01], [-0.03, 0.01, 0.00], [0.01, -0.02, -0.04], [0.01, 0.03, 0.02], [0.04, -0.05, 0.06], [-0.01, 0.02, 0.01], [0.00, 0.01, 0.01], [-0.02, 0.03, 0.01], [-0.02, -0.07, 0.02]], "mulliken_charge": [-0.477, -1.314, 1.322, -1.381, 0.121, -0.463, -0.790, -0.822, -0.540, 0.369, 1.814, -1.247, -1.356, 0.456, 0.336, 0.272, 0.416, 0.367, 0.409, 0.398, 0.409, 0.428, 0.328, 0.517, 0.327, 0.290, 0.450, 0.268, 0.308, -0.330, 1.031, -0.244, -0.370, 0.658, -0.807, -0.298, -0.397, 0.286, 0.222, -0.967, 0.594, 0.225, 0.047, -0.892, -0.636, -0.655, -0.121, 0.736, 0.030, -0.534, -0.611, -0.873, -0.143, 0.406, -0.342, -0.723, -0.489, -0.697, -0.243, 0.598, 0.553, 0.536, 0.430, 0.439, 0.148, 0.048, 0.488, 0.412, 0.411, 0.163, 0.198, 0.415, 0.385, 0.396, 0.301], "lumo_energy_ev": -4.9821, "molar_mass_g_mol": 713.38, "homo_lumo_gap_ha": 0.241, "total_charge": 1, "e_above_lowest_kj_mol": 0.00}

=====

# 2
{"formula": "C33H34N2O3", "method": "ωB97M-V with the def2-TZVPD basis set", "elements": ["C", "O", "C", "C", "C", "C", "C", "C", "C", "C", "C", "C", "C", "C", "C", "C", "C", "O", "C", "C", "C", "C", "C", "C", "C", "C", "C", "C", "H", "H", "H", "H", "H", "H", "H", "H", "H", "H", "H", "H", "H", "H", "H", "H", "H", "H", "H", "H", "C", "N", "C", "C", "O", "C", "C", "C", "C", "N", "H", "H", "H", "H", "H", "H", "H", "H", "H", "H", "H", "H", "H", "H"], "positions_angstrom": [[-2.8774, -3.0434, 6.0821], [-3.5213, -2.1686, 5.1349], [-2.8153, -1.1322, 4.6146], [-3.5058, -0.3251, 3.6804], [-2.8837, 0.7626, 3.1251], [-1.5111, 1.0263, 3.3717], [-0.8447, 2.0696, 2.6399], [0.2292, 1.8411, 1.7454], [0.6317, 2.8818, 0.8548], [1.5844, 2.7067, -0.1202], [1.9885, 3.8362, -0.9750], [1.7945, 5.1755, -0.5395], [2.2339, 6.2574, -1.3059], [2.8676, 6.0439, -2.5372], [3.0302, 4.7332, -3.0022], [2.5842, 3.6559, -2.2374], [2.1791, 1.3474, -0.2971], [2.8284, 1.0448, -1.3122], [1.9195, 0.3470, 0.7730], [2.6799, -0.9078, 0.8683], [2.7447, -1.5990, 2.1084], [3.4429, -2.7999, 2.2339], [4.1059, -3.3506, 1.1298], [4.0503, -2.6868, -0.1028], [3.3493, -1.4866, -0.2260], [0.8994, 0.5873, 1.6629], [-0.8300, 0.2113, 4.3086], [-1.4719, -0.8339, 4.9485], [-3.6499, -3.7705, 6.3262], [-2.0111, -3.5431, 5.6285], [-2.5759, -2.4938, 6.9835], [-4.5350, -0.5846, 3.4472], [-3.4187, 1.4136, 2.4318], [-1.3762, 3.0163, 2.5315], [0.0991, 3.8326, 0.9307], [1.3177, 5.3633, 0.4256], [2.0851, 7.2725, -0.9346], [3.2301, 6.8882, -3.1245], [3.5068, 4.5364, -3.9622], [2.7275, 2.6455, -2.6077], [2.2516, -1.1762, 2.9876], [3.4679, -3.3035, 3.2012], [4.6573, -4.2862, 1.2316], [4.5499, -3.1008, -0.9788], [3.3223, -0.9724, -1.1829], [0.5561, -0.2234, 2.3039], [0.2133, 0.4283, 4.5454], [-0.9426, -1.4346, 5.6897], [-4.4479, 3.6655, 5.7960], [-3.0666, 3.5645, 6.2124], [-2.8930, 3.4346, 7.6511], [-2.1031, 3.9228, 5.3174], [-2.3839, 4.2745, 4.1765], [-0.6484, 3.8192, 5.8073], [-0.2185, 4.8956, 6.8397], [0.9759, 5.6262, 6.2041], [1.3717, 4.7839, 4.9670], [0.2369, 3.9533, 4.7250], [-4.5159, 3.6961, 4.7066], [-4.9970, 2.7997, 6.1837], [-4.9093, 4.5667, 6.2257], [-1.8812, 3.1097, 7.9174], [-3.1152, 4.3891, 8.1581], [-3.6136, 2.6886, 8.0057], [-0.5774, 2.8048, 6.2465], [-1.0295, 5.5802, 7.1089], [0.1004, 4.3572, 7.7377], [0.6634, 6.6260, 5.8847], [1.8067, 5.7224, 6.9052], [1.6070, 5.4268, 4.1039], [2.2906, 4.2054, 5.1859], [0.2197, 3.3290, 3.9330]], "forces_ev_per_angstrom": [[-0.28, 0.44, -0.47], [0.34, -0.14, 0.30], [0.58, 0.37, -0.15], [0.13, -0.60, 0.80], [0.82, 0.51, -0.21], [-0.26, -1.14, 1.39], [1.38, -0.19, -3.22], [-2.16, 0.51, 1.92], [0.80, 0.44, -1.13], [-0.94, -0.03, 1.01], [0.17, 1.08, -0.60], [0.25, -0.37, -0.22], [-0.05, -0.33, -0.07], [-0.08, -0.35, 0.10], [-0.22, 0.40, 0.36], [0.09, -0.08, 0.03], [0.67, -0.15, -0.93], [-0.77, 0.42, 1.41], [-1.06, 0.40, 0.89], [0.41, -1.12, 0.21], [0.10, 0.13, -0.43], [-0.06, 0.16, -0.27], [-0.17, 0.27, -0.16], [-0.11, -0.04, 0.54], [0.01, 0.02, -0.03], [1.08, -0.92, -0.74], [-0.34, 0.67, -0.59], [-0.94, -0.60, 0.03], [0.20, -0.01, 0.08], [-0.17, 0.11, 0.11], [-0.04, -0.11, -0.18], [0.15, 0.10, 0.04], [0.10, -0.20, 0.17], [0.18, -0.05, 0.18], [0.21, -0.26, 0.03], [0.27, 0.02, -0.30], [0.05, -0.28, -0.10], [-0.12, -0.21, 0.16], [-0.12, 0.11, 0.22], [-0.05, 0.37, 0.08], [0.25, -0.14, -0.27], [0.04, 0.12, -0.27], [-0.15, 0.25, -0.03], [-0.10, 0.08, 0.25], [-0.01, -0.25, 0.30], [0.17, 0.27, -0.13], [-0.27, -0.02, -0.06], [-0.14, 0.20, -0.27], [-0.37, -0.02, 0.13], [-0.09, 0.01, -0.07], [0.10, 0.01, -0.11], [-0.12, 0.38, 0.00], [0.15, -0.24, 0.42], [-0.69, -0.67, 0.07], [0.19, -0.51, 0.06], [-0.18, 0.10, -0.45], [0.78, 0.21, 0.30], [0.46, 0.51, -0.76], [0.06, 0.03, 0.29], [0.03, 0.08, -0.12], [0.01, -0.08, -0.19], [-0.32, 0.10, -0.09], [0.11, -0.25, -0.06], [0.21, 0.09, 0.03], [-0.05, 0.19, 0.24], [0.13, -0.18, -0.07], [-0.12, 0.29, 0.05], [0.15, -0.14, 0.08], [-0.09, 0.10, -0.10], [-0.09, -0.14, 0.19], [-0.15, 0.12, -0.02], [0.03, 0.16, 0.40]], "mulliken_charge": [-0.815, -0.458, 0.848, -0.950, -0.228, 0.432, -2.443, 1.585, -1.206, 0.614, 0.522, -0.370, -0.730, -0.329, -0.643, -0.299, 0.657, -0.754, 0.015, 0.355, -0.439, -0.746, -0.319, -0.699, -0.216, -1.063, -0.093, -0.954, 0.249, 0.331, 0.320, 0.439, 0.473, 0.539, 0.448, 0.200, 0.360, 0.363, 0.368, 0.416, 0.444, 0.365, 0.364, 0.372, 0.430, 1.040, 0.766, 0.376, -1.113, 0.292, -0.984, 0.258, -0.701, 0.316, -0.557, -0.716, -0.698, 0.211, 0.300, 0.349, 0.335, 0.345, 0.302, 0.319, 0.180, 0.270, 0.340, 0.304, 0.313, 0.295, 0.385, -0.282], "lumo_energy_ev": -1.0442, "molar_mass_g_mol": 506.65, "smiles": "COc1ccc(C=C2C=C(c3ccccc3)C(=O)C(c3ccccc3)=C2)cc1.CN(C)C(=O)[C@@H]1CCCN1", "homo_lumo_gap_ha": 0.243, "e_above_lowest_kj_mol": 64.93}

=====

# 3
{"formula": "C33H34N4O", "method": "ωB97M-V with the def2-TZVPD basis set", "elements": ["C", "C", "N", "C", "C", "C", "C", "C", "C", "C", "C", "C", "C", "C", "N", "C", "C", "C", "C", "C", "C", "C", "C", "C", "H", "H", "H", "H", "H", "H", "H", "H", "H", "H", "H", "H", "H", "H", "H", "H", "H", "H", "H", "H", "H", "H", "H", "H", "H", "H", "C", "O", "C", "C", "C", "C", "C", "C", "C", "N", "C", "N", "C", "C", "H", "H", "H", "H", "H", "H", "H", "H"], "positions_angstrom": [[0.8664, -0.2781, -0.2177], [2.1327, -0.2983, -0.7347], [3.0031, 0.7516, -0.9565], [2.6909, 2.1362, -0.8694], [3.6929, 3.0031, -0.3840], [5.0228, 2.5430, 0.1325], [3.4659, 4.3802, -0.4438], [2.2890, 4.9142, -0.9854], [2.0922, 6.4025, -1.0318], [1.3527, 4.0397, -1.5430], [1.5925, 2.6562, -1.5785], [0.7708, 1.8113, -2.5025], [4.1071, 0.2758, -1.6553], [3.9234, -1.0374, -1.8857], [2.7483, -1.4157, -1.2684], [2.0282, -2.6255, -1.4641], [1.5275, -2.9069, -2.7427], [1.8422, -2.0464, -3.9256], [0.5907, -3.9404, -2.8711], [0.1607, -4.6691, -1.7614], [-0.9467, -5.6666, -1.9255], [0.7643, -4.4403, -0.5187], [1.6960, -3.4094, -0.3499], [2.2970, -3.1405, 0.9917], [0.3508, -1.2237, -0.1369], [0.5106, 0.6876, 0.1182], [5.1140, 1.4597, 0.2262], [5.8334, 2.8974, -0.5253], [5.2139, 2.9879, 1.1185], [4.2407, 5.0605, -0.0793], [1.1033, 6.6447, -1.4357], [2.1865, 6.8383, -0.0285], [2.8530, 6.8777, -1.6676], [0.4507, 4.4303, -2.0255], [-0.0172, 2.4434, -2.9297], [1.3607, 1.4075, -3.3440], [0.2780, 0.9763, -1.9931], [4.9203, 0.9289, -1.9264], [4.5270, -1.7388, -2.4393], [1.6174, -2.6080, -4.8369], [1.2217, -1.1406, -3.9585], [2.8891, -1.7434, -3.9977], [0.1651, -4.1648, -3.8539], [-1.1716, -6.1586, -0.9755], [-1.8587, -5.1729, -2.2870], [-0.6813, -6.4328, -2.6643], [0.4944, -5.0577, 0.3428], [2.2264, -4.0563, 1.5893], [3.3563, -2.8633, 0.9368], [1.7746, -2.3556, 1.5527], [-8.4529, 1.0520, 3.2605], [-7.6434, -0.0691, 3.6995], [-6.3087, -0.0880, 3.4350], [-5.5955, -1.2837, 3.7249], [-4.3082, -1.4375, 3.2603], [-3.6139, -0.3934, 2.5890], [-2.2270, -0.6213, 2.1610], [-1.2169, 0.2038, 2.5779], [0.1340, -0.2175, 2.6941], [1.2528, -0.5548, 2.7739], [-1.4446, 1.4735, 3.1910], [-1.5166, 2.5399, 3.6709], [-4.3069, 0.8289, 2.4163], [-5.6206, 0.9920, 2.8308], [-9.4756, 0.7892, 3.5434], [-8.1440, 1.9848, 3.7525], [-8.3864, 1.1880, 2.1730], [-6.1026, -2.0647, 4.2907], [-3.7676, -2.3684, 3.4406], [-1.9845, -1.5384, 1.6183], [-3.8204, 1.6686, 1.9193], [-6.1202, 1.9536, 2.6892]], "forces_ev_per_angstrom": [[1.40, 0.28, -0.51], [-1.77, -0.09, 0.36], [-0.28, 0.22, 0.26], [0.76, 0.48, -0.76], [-0.64, 0.41, 0.00], [0.44, -0.02, 0.44], [-0.36, -0.12, -0.20], [0.11, -0.41, 0.07], [-0.03, 0.18, 0.03], [0.45, -0.19, 0.18], [0.14, 0.32, 0.19], [-0.70, 0.06, -0.22], [0.40, -0.58, -0.75], [0.80, 0.51, -0.04], [0.05, -0.52, 0.05], [-0.33, -0.10, -0.11], [-0.58, -0.25, 0.43], [0.02, -0.01, -0.68], [0.32, 0.14, 0.20], [0.34, 0.15, 0.10], [-0.12, -0.26, -0.05], [-0.03, 0.22, -0.33], [-0.03, -0.09, -0.48], [0.10, -0.29, 0.55], [-0.26, 0.31, 0.14], [-0.29, -0.36, 0.18], [-0.08, 0.21, 0.09], [-0.26, -0.15, 0.12], [-0.04, -0.13, -0.19], [-0.21, -0.19, -0.06], [0.20, 0.06, 0.11], [-0.09, -0.04, -0.23], [-0.20, -0.10, 0.13], [0.37, -0.09, 0.10], [0.16, -0.13, -0.07], [-0.03, 0.11, 0.42], [0.21, 0.08, -0.20], [-0.14, -0.14, -0.10], [0.06, 0.05, 0.25], [-0.02, 0.08, 0.04], [0.16, -0.12, 0.20], [-0.21, 0.01, 0.12], [0.11, 0.14, 0.28], [-0.02, 0.01, -0.15], [0.17, -0.11, 0.12], [-0.07, 0.08, 0.16], [0.02, 0.20, -0.25], [0.06, 0.13, -0.01], [-0.25, 0.04, -0.10], [0.18, -0.11, -0.33], [0.59, -0.38, 0.18], [-0.01, 0.36, 0.05], [0.54, 0.28, -0.53], [-0.79, 0.74, -0.18], [0.84, 0.35, -0.34], [-1.51, 0.37, -0.21], [0.67, 0.74, 0.84], [-1.03, -0.87, -0.11], [3.14, -0.96, -0.50], [-2.60, 0.82, 0.30], [-0.25, 2.69, 1.32], [0.03, -2.39, -1.08], [0.66, -0.46, 0.00], [-0.62, -0.59, 0.37], [0.28, 0.10, -0.05], [-0.11, -0.27, -0.02], [0.03, -0.14, 0.20], [0.13, 0.12, -0.28], [-0.25, 0.16, 0.00], [0.09, 0.12, 0.48], [-0.04, -0.25, 0.14], [0.20, -0.41, -0.08]], "mulliken_charge": [-2.486, 1.711, 0.580, -0.017, 0.855, -2.131, -0.646, 0.803, -1.488, -1.304, 1.121, -1.257, -0.376, -1.371, 0.571, -0.572, 1.132, -1.552, -0.918, 0.713, -1.538, -0.930, 0.844, -1.241, 0.182, 0.484, 0.387, 0.368, 0.482, 0.400, 0.347, 0.342, 0.324, 0.259, 0.410, 0.233, 0.242, 0.658, 0.685, 0.479, 0.187, 0.367, 0.386, 0.361, 0.323, 0.351, 0.330, 0.520, 0.270, 0.117, -0.784, -0.425, 0.715, -0.685, -0.447, 0.079, -0.224, 1.077, -0.215, -0.573, -0.316, -0.511, -0.381, -0.449, 0.234, 0.321, 0.352, 0.385, 0.408, 0.614, 0.499, 0.330], "lumo_energy_ev": -0.6862, "molar_mass_g_mol": 502.66, "smiles": "C=C1N(c2c(C)cc(C)cc2C)C=CN1c1c(C)cc(C)cc1C.COc1ccc(C=C(C#N)C#N)cc1", "homo_lumo_gap_ha": 0.206, "e_above_lowest_kj_mol": 0.00}